1.
Density functional theory data (wB97M-V/def2-TZVPD) for the ion C10H8N3S with charge +1.

Each atom is followed by the atoms it is bonded to, with distances in Å.
Geometry (Å):
1 C 1.547 2.219 0.012  N11 1.294, N13 1.152
2 C 3.524 -1.955 -0.001  N12 1.265, S14 1.760, H15 1.076
3 C 1.751 -0.646 -0.024  C4 1.308, C5 1.514, N12 1.376
4 C 0.479 -0.349 -0.073  C3 1.308, C10 1.328
5 C 2.856 0.384 0.073  C3 1.514, N11 1.270, S14 1.730
6 C -2.780 0.678 0.544  C7 1.540, C9 1.505, H16 1.089, H17 1.086
7 C -1.760 -0.284 1.182  C6 1.540, C10 1.530, H18 1.085, H19 1.090
8 C -1.685 -0.442 -1.360  C9 1.439, C10 1.566, H20 1.083, H21 1.081
9 C -1.917 0.807 -0.683  C6 1.505, C8 1.439, C10 1.653, H22 1.080
10 C -0.848 -0.282 -0.046  C4 1.328, C7 1.530, C8 1.566, C9 1.653
11 N 2.704 1.644 0.089  C1 1.294, C5 1.270
12 N 2.262 -1.923 -0.075  C2 1.265, C3 1.376
13 N 0.509 2.708 -0.092  C1 1.152
14 S 4.385 -0.424 0.121  C2 1.760, C5 1.730
15 H 4.065 -2.885 -0.008  C2 1.076
16 H -3.752 0.233 0.340  C6 1.089
17 H -2.913 1.609 1.087  C6 1.086
18 H -1.265 0.123 2.057  C7 1.085
19 H -2.138 -1.280 1.414  C7 1.090
20 H -2.419 -1.235 -1.277  C8 1.083
21 H -1.112 -0.451 -2.276  C8 1.081
22 H -1.494 1.750 -1.000  C9 1.080

Output
- HOMO-LUMO gap: 7.46 eV
- E_HOMO: -13.27 eV
- ΔE to the lowest compared entry with this formula, charge and spin: 0.000 eV
- Net charge: +1
- Maximum force: 0.039 hartree/bohr
- 2S+1: 1
- Calculated total energy: -947.896171 Ha



2.
Density functional theory data (wB97M-V/def2-TZVPD) for an isolated molecule of C10H8O3.

Each atom is followed by the atoms it is bonded to, with distances in Å.
Geometry (Å):
1 C 4.210 -0.121 0.262  C2 1.471, H11 1.135, O19 1.318
2 C 2.834 -0.552 -0.028  C1 1.471, C3 1.291, H12 1.169
3 C 2.044 0.467 -0.105  C2 1.291, C4 1.470, H13 1.044
4 C 0.589 0.478 -0.316  C3 1.470, C5 1.434, C10 1.416
5 C -0.125 1.696 -0.063  C4 1.434, C6 1.430, H14 1.016
6 C -1.551 1.611 -0.016  C5 1.430, C7 1.360, H15 1.158
7 C -2.226 0.441 0.144  C6 1.360, C9 1.429, O20 1.340
8 C -3.553 -1.223 0.047  H16 1.074, H17 1.077, O20 1.401, O21 1.295
9 C -1.473 -0.771 0.066  C7 1.429, C10 1.400, O21 1.262
10 C -0.142 -0.734 -0.364  C4 1.416, C9 1.400, H18 1.164
11 H 4.590 0.882 0.634  C1 1.135
12 H 2.467 -1.661 -0.047  C2 1.169
13 H 2.364 1.459 -0.059  C3 1.044
14 H 0.422 2.551 -0.027  C5 1.016
15 H -2.199 2.552 0.170  C6 1.158
16 H -4.021 -1.485 0.977  C8 1.074
17 H -4.012 -1.376 -0.915  C8 1.077
18 H 0.544 -1.673 -0.312  C10 1.164
19 O 5.107 -1.031 -0.063  C1 1.318
20 O -3.527 0.176 -0.035  C7 1.340, C8 1.401
21 O -2.343 -1.685 0.051  C8 1.295, C9 1.262

Output
- HOMO-LUMO gap: 7.98 eV
- E_HOMO: -8.15 eV
- ΔE to the lowest compared entry with this formula, charge and spin: 4.537 eV
- Net charge: 0
- Maximum force: 0.155 hartree/bohr
- Structure (SMILES): O=C/C=C/c1ccc2c(c1)OCO2
- 2S+1: 1
- Calculated total energy: -611.421155 Ha



3.
Density functional theory data (wB97M-V/def2-TZVPD) for an isolated molecule of C10H9ClN2O.

Each atom is followed by the atoms it is bonded to, with distances in Å.
Geometry (Å):
1 C 2.281 1.961 -0.852  C2 1.359, C3 1.389, H15 1.051
2 C 1.731 2.492 0.272  C1 1.359, C4 1.379, H16 1.052
3 C 1.733 0.790 -1.360  C1 1.389, C5 1.399, H17 1.194
4 C 0.640 1.811 0.769  C2 1.379, C6 1.405, H18 1.125
5 C 0.593 0.126 -0.897  C3 1.399, C6 1.401, H19 1.112
6 C 0.007 0.669 0.254  C4 1.405, C5 1.401, C9 1.442
7 C -2.167 1.786 -0.867  N11 1.213, O13 1.165
8 C -1.956 -0.845 -0.240  C9 1.518, C10 1.512, N12 1.471, H20 1.137
9 C -1.292 0.186 0.654  C6 1.442, C8 1.518, Cl14 1.717
10 C -3.230 -1.365 0.386  C8 1.512, H21 1.052, H22 1.174, H23 1.117
11 N -2.413 0.903 -1.662  C7 1.213, N12 1.294
12 N -2.045 -0.337 -1.617  C8 1.471, N11 1.294
13 O -1.912 2.890 -0.595  C7 1.165
14 Cl -2.068 0.541 2.144  C9 1.717
15 H 3.188 2.323 -1.242  C1 1.051
16 H 1.954 3.380 0.791  C2 1.052
17 H 2.278 0.515 -2.386  C3 1.194
18 H 0.162 2.243 1.692  C4 1.125
19 H 0.205 -0.863 -1.229  C5 1.112
20 H -1.252 -1.730 -0.354  C8 1.137
21 H -3.605 -2.096 -0.271  C10 1.052
22 H -4.061 -0.539 0.434  C10 1.174
23 H -3.089 -1.770 1.417  C10 1.117

Output
- HOMO-LUMO gap (alpha / beta): 5.14 / 4.94 eV
- E_HOMO (alpha / beta): -7.28 / -7.21 eV
- ΔE to the lowest compared entry with this formula, charge and spin: 3.983 eV
- Net charge: 0
- Maximum force: 0.092 hartree/bohr
- 2S+1: 1
- Calculated total energy: -1031.192631 Ha



Copy entry 2 word for word.
Density functional theory data (wB97M-V/def2-TZVPD) for an isolated molecule of C10H8O3.

Each atom is followed by the atoms it is bonded to, with distances in Å.
Geometry (Å):
1 C 4.210 -0.121 0.262  C2 1.471, H11 1.135, O19 1.318
2 C 2.834 -0.552 -0.028  C1 1.471, C3 1.291, H12 1.169
3 C 2.044 0.467 -0.105  C2 1.291, C4 1.470, H13 1.044
4 C 0.589 0.478 -0.316  C3 1.470, C5 1.434, C10 1.416
5 C -0.125 1.696 -0.063  C4 1.434, C6 1.430, H14 1.016
6 C -1.551 1.611 -0.016  C5 1.430, C7 1.360, H15 1.158
7 C -2.226 0.441 0.144  C6 1.360, C9 1.429, O20 1.340
8 C -3.553 -1.223 0.047  H16 1.074, H17 1.077, O20 1.401, O21 1.295
9 C -1.473 -0.771 0.066  C7 1.429, C10 1.400, O21 1.262
10 C -0.142 -0.734 -0.364  C4 1.416, C9 1.400, H18 1.164
11 H 4.590 0.882 0.634  C1 1.135
12 H 2.467 -1.661 -0.047  C2 1.169
13 H 2.364 1.459 -0.059  C3 1.044
14 H 0.422 2.551 -0.027  C5 1.016
15 H -2.199 2.552 0.170  C6 1.158
16 H -4.021 -1.485 0.977  C8 1.074
17 H -4.012 -1.376 -0.915  C8 1.077
18 H 0.544 -1.673 -0.312  C10 1.164
19 O 5.107 -1.031 -0.063  C1 1.318
20 O -3.527 0.176 -0.035  C7 1.340, C8 1.401
21 O -2.343 -1.685 0.051  C8 1.295, C9 1.262

Output
- HOMO-LUMO gap: 7.98 eV
- E_HOMO: -8.15 eV
- ΔE to the lowest compared entry with this formula, charge and spin: 4.537 eV
- Net charge: 0
- Maximum force: 0.155 hartree/bohr
- Structure (SMILES): O=C/C=C/c1ccc2c(c1)OCO2
- 2S+1: 1
- Calculated total energy: -611.421155 Ha



Question: Which value of 2S+1 does entry 2 give?
Answer: 1



Question: The highest ΔE to the lowest compared entry with this formula, charge and spin belongs to which entry?
Answer: C10H8O3